[1]
Computed, not measured: the ion C4H12NS2 with charge +1, with ωB97M-V with the def2-TZVPD basis set.

Calculated values
SMILES string = CCSSCC[NH3+]
Strongest force on any atom = 1.4 eV Å⁻¹
HOMO-LUMO gap = 9.118 eV
Total charge = +1
ΔE to the lowest compared entry with this formula, charge and spin = 39.20 kJ/mol
E_HOMO = -12.644 eV

Geometry as XYZ:
```
19
Properties=species:S:1:pos:R:3:forces:R:3:lowdin_charge:R:1
C 1.819357 1.569202 1.658728 0.618 -0.896 -0.630 -0.17
C 0.386396 1.755885 1.130308 0.268 0.333 1.143 -0.58
S 0.382326 1.582165 -0.665760 -0.239 -0.227 -0.489 0.54
S -1.583168 1.114301 -1.245307 0.683 0.791 0.914 0.59
C -1.729804 -0.482960 -0.446393 -0.331 -1.096 0.056 -0.56
C -1.165752 -1.579901 -1.327551 0.241 -0.513 -1.209 -0.22
N 0.326457 -1.779582 -1.107492 -0.490 0.162 0.912 0.18
H 2.416561 2.461554 1.478621 -0.142 0.138 0.351 0.08
H 2.412418 0.777172 1.170702 -0.496 0.011 -0.171 0.06
H 1.831806 1.263503 2.703327 -0.167 0.499 0.145 0.08
H 0.133588 2.752491 1.502389 -0.488 0.041 -0.679 0.08
H -0.333233 1.083666 1.606377 0.213 -0.165 -0.225 0.06
H -1.245941 -0.547917 0.526129 -0.097 0.425 0.212 0.07
H -2.792801 -0.682963 -0.264306 0.157 0.100 -0.140 0.10
H -1.608943 -2.581122 -1.332953 -0.144 0.268 0.669 0.14
H -1.246300 -1.237971 -2.356095 0.061 -0.107 -0.164 0.11
H 0.511657 -1.989786 -0.122142 -0.076 0.140 0.009 0.17
H 0.678776 -2.590522 -1.608443 0.219 0.228 -0.534 0.17
H 0.806600 -0.887217 -1.300138 0.211 -0.132 -0.169 0.10
```
Positions in Å, forces in eV/Å.

[2]
Computed, not measured: a cluster of 2 separate species, C4H12O in total, with ωB97M-V with the def2-TZVPD basis set.

Calculated values
SMILES string = CCO.CC
Strongest force on any atom = 2.2 eV Å⁻¹
HOMO-LUMO gap = 10.899 eV
ΔE to the lowest compared entry with this formula, charge and spin = 128.16 kJ/mol
E_HOMO = -9.963 eV

Geometry as XYZ:
```
17
Properties=species:S:1:pos:R:3:forces:R:3:lowdin_charge:R:1
C 0.796727 1.001749 2.369928 -1.661 1.114 0.586 -0.08
C 0.876832 1.241795 0.882938 1.060 -0.099 -1.778 -0.29
O 2.289202 1.204301 0.541025 0.076 0.338 0.093 -0.10
H 0.454320 1.934162 2.835325 0.441 0.207 -0.003 0.07
H 1.756672 0.781465 2.818262 0.039 -0.466 -0.176 0.07
H -0.027226 0.369465 2.710466 0.448 -0.692 -0.334 0.07
H 0.430953 0.548144 0.156902 -0.009 -0.222 1.376 0.05
H 0.435849 2.183380 0.533286 0.163 0.256 0.610 0.11
H 2.518703 1.909687 -0.071359 -0.183 -0.064 0.049 0.07
C -0.833204 -1.220627 -0.906568 0.903 -1.361 -1.416 -0.16
C -1.562303 -1.477170 -2.218368 -0.483 -0.911 -0.780 -0.18
H -0.487631 -0.206125 -0.894591 -0.773 0.423 0.762 0.03
H -1.385402 -1.717157 -0.115596 -0.409 1.107 0.569 0.07
H 0.106468 -1.788512 -0.840300 0.003 0.008 -0.515 0.08
H -2.565016 -1.046461 -2.261554 -0.036 -0.020 0.403 0.06
H -1.672388 -2.556563 -2.366785 -0.244 0.022 0.123 0.06
H -1.132556 -1.161534 -3.173009 0.664 0.361 0.433 0.06
```
Positions in Å, forces in eV/Å.

[3]
Computed, not measured: a cluster of 2 separate species, C4H12O in total, with ωB97M-V with the def2-TZVPD basis set.

Calculated values
SMILES string = CCC.CO
Strongest force on any atom = 4.3 eV Å⁻¹
HOMO-LUMO gap = 10.912 eV
ΔE to the lowest compared entry with this formula, charge and spin = 217.98 kJ/mol
E_HOMO = -10.078 eV

Geometry as XYZ:
```
17
Properties=species:S:1:pos:R:3:forces:R:3:lowdin_charge:R:1
C 1.245264 -0.858319 1.950572 -3.376 0.313 -2.589 -0.08
C 0.803639 -1.343232 0.447352 1.875 0.532 1.633 -0.28
C 0.995452 -0.311656 -0.639279 -1.422 0.392 2.221 -0.14
H 1.611011 -1.761171 2.403042 -0.098 0.012 0.940 0.04
H 0.189968 -0.438852 2.307565 2.676 -0.860 0.177 0.10
H 1.984873 -0.074936 1.894066 0.210 0.175 0.195 0.04
H 1.428032 -2.179550 0.147864 -0.153 -0.516 0.283 0.08
H -0.216495 -1.646870 0.590534 -0.485 -0.366 -0.508 0.08
H 0.255017 0.454084 -0.489682 1.369 0.362 0.335 0.00
H 1.970930 0.085116 -0.666009 1.174 0.359 -0.258 0.07
H 0.638928 -0.681955 -1.530867 -0.074 -1.155 -2.445 0.05
C -1.691460 1.064014 -1.115372 -1.994 -0.003 0.747 -0.17
O -2.534815 2.179214 -0.982063 -0.622 2.242 1.097 -0.15
H -0.940860 0.967475 -0.326862 -1.064 0.590 -0.101 0.04
H -1.261208 1.310006 -2.070317 0.806 -1.658 -0.676 0.09
H -2.449359 0.210929 -0.965119 1.643 0.756 -1.009 0.13
H -2.028912 3.025695 -0.955428 -0.462 -1.176 -0.042 0.10
```
Positions in Å, forces in eV/Å.

[4]
Computed, not measured: a structure of composition C4H12O2, with ωB97M-V with the def2-TZVPD basis set.

Calculated values
Strongest force on any atom = 0.3 eV Å⁻¹
HOMO-LUMO gap (spin up / spin down) = 8.487 / 8.488 eV
ΔE to the lowest compared entry with this formula, charge and spin = 406.59 kJ/mol
E_HOMO (spin up / spin down) = -8.789 / -8.789 eV

Geometry as XYZ:
```
18
Properties=species:S:1:pos:R:3:forces:R:3:lowdin_charge:R:1
C 0.906946 0.044383 0.867948 -0.250 -0.026 -0.195 0.10
C 0.808734 -1.535184 -1.791718 -0.005 0.068 0.047 -0.21
C 1.018189 1.493272 0.621453 -0.057 0.020 -0.083 -0.09
O 0.266952 -0.370714 -1.239133 0.053 -0.032 0.249 -0.29
H 1.664805 -0.610455 0.466485 -0.024 -0.024 -0.085 0.08
H 0.511128 -0.269104 1.820968 -0.028 0.012 0.000 0.09
H 1.832730 -1.726503 -1.421809 -0.056 0.015 0.003 0.07
H 0.889891 -1.439139 -2.882463 -0.017 -0.016 0.082 0.07
H 0.211439 -2.432115 -1.570541 0.024 0.076 -0.008 0.08
H 1.714915 1.897183 1.372065 -0.048 -0.094 -0.027 0.10
H 0.067248 2.003056 0.783303 0.015 -0.052 0.012 0.08
H 1.385246 1.709488 -0.377076 0.000 -0.025 0.045 0.08
C -2.148707 0.397378 0.752933 0.054 -0.062 0.005 -0.18
O -1.187490 -0.614590 0.583356 0.179 0.160 0.008 -0.23
H -0.672716 -0.571360 -0.423300 0.055 0.017 -0.021 0.00
H -1.967352 0.953284 1.684292 0.007 -0.019 -0.045 0.08
H -2.151673 1.113574 -0.078574 0.018 -0.054 0.033 0.08
H -3.150285 -0.042454 0.831812 0.079 0.034 -0.018 0.08
```
Positions in Å, forces in eV/Å.

[5]
Computed, not measured: a cluster of 3 separate species, C4H12O2 in total, with ωB97M-V with the def2-TZVPD basis set.

Calculated values
SMILES string = C=CCC.O.O
Strongest force on any atom = 2.9 eV Å⁻¹
HOMO-LUMO gap = 10.326 eV
ΔE to the lowest compared entry with this formula, charge and spin = 171.47 kJ/mol
E_HOMO = -9.601 eV

Geometry as XYZ:
```
18
Properties=species:S:1:pos:R:3:forces:R:3:lowdin_charge:R:1
C 0.245373 0.191431 1.252937 0.688 -1.813 1.028 -0.04
C 0.669924 0.358496 0.003981 1.264 -0.972 -2.374 -0.21
C 0.180663 1.177022 -1.212332 0.435 0.341 -1.002 -0.23
C 1.216848 1.450985 -2.419127 0.142 0.098 2.144 -0.12
H 0.943533 -0.394748 2.008179 -1.590 1.065 -1.711 0.10
H -0.805095 0.261642 1.543912 0.400 1.134 0.343 0.05
H 1.498202 -0.323292 -0.370320 -0.133 1.284 1.038 0.11
H -0.642577 0.712851 -1.794780 -0.063 0.197 0.963 0.10
H -0.069277 2.193371 -0.905929 -0.606 -0.245 0.259 0.09
H 1.465758 0.529069 -2.888687 0.025 -0.875 -0.598 0.04
H 0.689677 2.100478 -3.147273 0.704 -0.176 0.506 0.07
H 2.214875 1.823373 -2.037824 -1.268 0.196 -0.509 0.08
O 0.556208 -2.903512 0.528350 -0.056 0.092 -0.187 -0.08
H 0.352690 -2.165557 1.121937 0.088 -0.151 -0.338 -0.01
H 0.564516 -2.503113 -0.355540 -0.050 -0.147 0.463 0.03
O -2.818176 -0.543991 2.980739 0.648 0.066 0.092 -0.06
H -2.508656 -1.457116 2.903542 -0.463 0.234 -0.033 0.04
H -3.754489 -0.507389 2.788233 -0.164 -0.326 -0.085 0.03
```
Positions in Å, forces in eV/Å.

[6]
Computed, not measured: a cluster of 3 separate species, C4H12O3 in total, with ωB97M-V with the def2-TZVPD basis set.

Calculated values
SMILES string = CC(C)C=O.O.O
Strongest force on any atom = 2.3 eV Å⁻¹
HOMO-LUMO gap = 11.096 eV
ΔE to the lowest compared entry with this formula, charge and spin = 43.40 kJ/mol
E_HOMO = -10.265 eV

Geometry as XYZ:
```
19
Properties=species:S:1:pos:R:3:forces:R:3:lowdin_charge:R:1
C -2.392663 0.145833 1.098216 0.597 -0.624 0.544 -0.07
C -0.853701 -0.075556 1.109437 -0.820 2.140 0.189 -0.37
C -0.351256 -0.476881 2.491464 -0.347 -0.493 -0.200 -0.07
C -0.353260 1.353439 0.830896 0.270 -1.258 0.740 -0.23
O 0.352192 1.714843 -0.069268 -0.074 0.348 -0.141 0.06
H -2.849510 -0.764348 1.497163 -0.324 0.085 -0.454 0.08
H -2.724457 0.427220 0.102717 -0.279 -0.309 -0.048 0.08
H -2.673887 0.945832 1.788717 0.123 0.030 -0.034 0.08
H -0.567499 -0.804820 0.365061 0.262 0.104 -0.363 0.14
H -0.534937 -1.548062 2.569600 0.370 -0.118 0.210 0.08
H -0.935120 -0.036984 3.297415 0.080 0.359 0.002 0.08
H 0.706427 -0.242076 2.608262 -0.016 -0.226 0.157 0.09
H -0.674440 2.047343 1.648895 0.060 0.059 -0.403 0.14
O 3.285746 -1.470999 -4.765644 0.308 0.040 -0.490 -0.07
H 2.998518 -1.662216 -3.867487 -0.445 0.290 -0.165 0.02
H 2.576904 -1.064939 -5.286996 0.102 -0.280 0.714 0.04
O 1.781610 0.137609 -1.823938 -0.095 -1.066 0.627 -0.07
H 1.941559 0.803424 -2.470343 0.186 0.796 -0.667 0.01
H 1.267776 0.571339 -1.124168 0.043 0.123 -0.220 -0.02
```
Positions in Å, forces in eV/Å.

[7]
Computed, not measured: a cluster of 3 separate species, C4H12O3 in total, with ωB97M-V with the def2-TZVPD basis set.

Calculated values
SMILES string = C/C=C(/C)O.O.O
Strongest force on any atom = 2.7 eV Å⁻¹
HOMO-LUMO gap = 9.191 eV
ΔE to the lowest compared entry with this formula, charge and spin = 172.83 kJ/mol
E_HOMO = -8.745 eV

Geometry as XYZ:
```
19
Properties=species:S:1:pos:R:3:forces:R:3:lowdin_charge:R:1
C 2.713763 0.188783 -2.117838 -1.531 0.916 -0.170 -0.08
C 1.413183 0.598842 -1.428857 -0.291 -0.279 -1.643 -0.11
C 0.979605 1.866056 -1.443457 0.310 0.529 2.630 -0.37
C -0.427336 2.262869 -1.081422 -0.755 -1.086 0.585 -0.05
O 1.896991 2.916302 -1.242386 0.248 -0.190 -2.289 -0.02
H 2.480977 0.093624 -3.186605 -0.145 -0.200 0.106 0.07
H 3.116765 -0.775614 -1.831378 0.538 0.360 0.518 0.06
H 3.272552 1.120513 -2.094084 1.132 -0.537 0.342 0.07
H 0.643080 -0.137341 -1.214650 0.016 -0.194 -0.424 0.10
H -0.534024 3.234262 -0.607103 0.291 0.166 -0.168 0.07
H -0.730883 1.523269 -0.331011 -0.172 0.145 0.123 0.08
H -1.217413 2.155367 -1.831347 0.507 0.223 -0.374 0.08
H 1.866823 3.152957 -0.326488 -0.151 0.148 0.766 0.09
O -2.480641 -3.729681 4.807232 0.734 -0.946 0.236 -0.08
H -1.926419 -4.533968 4.934400 -0.580 0.937 -0.088 0.05
H -3.117430 -3.999677 4.142002 -0.140 0.064 -0.198 0.02
O -3.000602 -2.176176 1.585962 -0.457 0.316 0.771 -0.05
H -2.690651 -1.561320 2.262783 -0.284 -0.122 0.152 0.04
H -2.258346 -2.199072 1.004245 0.729 -0.249 -0.873 0.01
```
Positions in Å, forces in eV/Å.

[8]
Computed, not measured: a cluster of 3 separate species, C4H12O3 in total, with ωB97M-V with the def2-TZVPD basis set.

Calculated values
SMILES string = C/C=C(/C)O.O.O
Strongest force on any atom = 4.7 eV Å⁻¹
HOMO-LUMO gap = 8.947 eV
ΔE to the lowest compared entry with this formula, charge and spin = 188.46 kJ/mol
E_HOMO = -8.506 eV

Geometry as XYZ:
```
19
Properties=species:S:1:pos:R:3:forces:R:3:lowdin_charge:R:1
C -1.319439 1.683109 1.125812 1.332 -0.464 0.539 -0.10
C -1.777499 0.356738 0.549172 4.604 0.034 -0.888 -0.13
C -0.902787 -0.526352 0.013507 -1.138 -0.156 -0.124 -0.37
C -1.567349 -1.723667 -0.783629 -0.316 -1.307 2.242 -0.05
O 0.451185 -0.189346 -0.130872 0.678 -1.837 1.348 -0.04
H -0.587751 2.360624 0.561190 -1.502 -1.114 -0.002 0.09
H -2.229982 2.172092 1.412770 -0.037 0.903 0.377 0.05
H -0.675264 1.460293 2.018295 -0.884 0.226 -0.330 0.08
H -2.746114 0.024803 0.489263 -2.397 -0.059 0.196 0.06
H -0.996754 -2.713476 -0.827524 -0.381 1.535 0.006 0.07
H -2.625869 -2.057993 -0.304409 2.465 1.179 -1.106 0.12
H -1.713387 -1.323453 -1.767309 -0.212 -0.274 -0.708 0.05
H 1.118734 -0.793705 0.400213 -2.080 1.287 -1.581 0.12
O 2.992749 3.030948 -1.634408 2.000 -0.612 -1.059 -0.01
H 2.136632 2.701327 -1.515230 -1.983 -0.749 0.347 0.00
H 3.039280 3.856992 -1.201604 -0.024 1.320 0.727 0.01
O 2.361366 -2.440121 0.537351 1.834 0.452 0.780 -0.08
H 3.284455 -2.756478 0.820329 -2.563 0.180 -0.869 0.10
H 1.757790 -3.122344 0.237092 0.605 -0.545 0.105 0.04
```
Positions in Å, forces in eV/Å.

Q: What is the strongest force on any atom in the third record?
A: 4.3 eV Å⁻¹